Formula: C64H51ClCrNO5P2S2
Source: OMol25
Level of theory: the ωB97M-V functional and the def2-TZVPD basis

The geometry in XYZ format:
```
127
Properties=species:S:1:pos:R:3:lowdin_charge:R:1
Cr -0.833 -1.458 -0.491 0.415
O 0.128 0.945 -1.795 -0.653
S -0.157 1.443 -0.405 0.945
C 1.279 2.475 -0.016 -0.293
C 1.087 3.693 0.630 -0.061
C 2.141 4.540 0.968 -0.008
C 3.421 4.144 0.658 -0.164
C 4.751 4.826 0.853 -0.109
C 5.797 3.765 0.431 -0.110
C 4.985 2.638 -0.150 -0.157
C 5.354 1.465 -0.767 -0.011
C 4.357 0.551 -1.084 -0.071
C 2.997 0.738 -0.815 -0.247
P 1.943 -0.761 -1.020 1.141
C 3.008 -1.949 -0.088 -0.331
C 3.661 -1.534 1.068 -0.092
C 4.364 -2.432 1.850 -0.088
C 4.405 -3.772 1.508 -0.085
C 3.747 -4.205 0.369 -0.071
C 3.064 -3.302 -0.425 -0.134
C 2.452 -1.155 -2.756 -0.301
C 3.509 -2.008 -3.067 -0.105
C 3.840 -2.288 -4.380 -0.085
C 3.144 -1.695 -5.418 -0.101
C 2.136 -0.793 -5.125 -0.087
C 1.798 -0.521 -3.811 -0.110
C 2.581 1.990 -0.286 -0.135
C 3.621 2.892 0.050 -0.097
C -1.326 2.766 -0.711 -0.354
C -0.934 3.861 -1.479 -0.131
C -1.728 4.995 -1.617 -0.054
C -2.932 5.029 -0.947 -0.194
C -3.969 6.115 -0.816 -0.128
C -5.081 5.495 0.069 -0.124
C -4.611 4.094 0.357 -0.181
C -5.183 3.042 1.039 -0.045
C -4.508 1.829 1.095 -0.114
C -3.226 1.629 0.562 -0.284
P -2.712 -0.120 0.373 1.081
C -3.412 -0.910 1.877 -0.333
C -3.402 -0.221 3.089 -0.126
C -3.820 -0.827 4.258 -0.081
C -4.230 -2.149 4.254 -0.091
C -4.248 -2.846 3.060 -0.080
C -3.855 -2.230 1.883 -0.096
C -4.072 -0.328 -0.877 -0.340
C -5.327 -0.909 -0.719 -0.085
C -6.250 -0.867 -1.752 -0.090
C -5.946 -0.242 -2.947 -0.100
C -4.711 0.370 -3.103 -0.075
C -3.791 0.324 -2.079 -0.135
C -2.599 2.710 -0.109 -0.163
C -3.354 3.899 -0.227 -0.097
H 0.081 4.001 0.872 0.118
H 1.940 5.486 1.451 0.113
H 4.889 5.156 1.887 0.114
H 4.820 5.716 0.218 0.117
H 6.363 3.411 1.299 0.114
H 6.519 4.166 -0.285 0.113
H 6.390 1.236 -0.981 0.111
H 4.663 -0.378 -1.540 0.098
H 3.621 -0.493 1.357 0.091
H 4.874 -2.081 2.737 0.093
H 4.943 -4.477 2.127 0.095
H 3.739 -5.252 0.104 0.109
H 2.544 -3.671 -1.296 0.111
H 4.087 -2.480 -2.287 0.089
H 4.653 -2.971 -4.591 0.099
H 3.399 -1.921 -6.445 0.095
H 1.609 -0.296 -5.929 0.100
H 1.023 0.196 -3.591 0.064
H 0.032 3.819 -1.960 0.104
H -1.390 5.833 -2.211 0.099
H -4.358 6.422 -1.792 0.104
H -3.534 7.001 -0.340 0.104
H -6.051 5.497 -0.434 0.105
H -5.201 6.056 0.998 0.105
H -6.156 3.137 1.500 0.098
H -5.007 0.991 1.562 0.094
H -3.014 0.785 3.116 0.108
H -3.792 -0.276 5.187 0.106
H -4.520 -2.634 5.176 0.097
H -4.551 -3.886 3.038 0.100
H -3.891 -2.806 0.974 0.078
H -5.590 -1.399 0.208 0.096
H -7.221 -1.327 -1.621 0.096
H -6.669 -0.225 -3.751 0.093
H -4.468 0.884 -4.021 0.103
H -2.835 0.820 -2.191 0.080
C 5.076 0.950 4.740 -0.049
C 3.751 0.484 4.209 -0.277
C 3.205 -0.737 4.586 -0.051
C 1.984 -1.153 4.080 -0.057
C 1.302 -0.347 3.186 -0.236
C 1.823 0.878 2.818 -0.049
C 3.040 1.291 3.325 -0.026
S -0.339 -0.806 2.592 0.615
O -0.964 -1.432 3.733 -0.272
O -0.922 0.431 2.086 -0.438
N -0.263 -1.778 1.340 -0.307
C 0.232 -3.089 1.631 -0.156
C 0.462 -3.825 0.289 -0.659
O 0.745 -5.013 0.284 0.051
O 0.341 -3.079 -0.735 -0.192
H 5.502 0.238 5.444 0.072
H 4.961 1.908 5.247 0.079
H 5.779 1.095 3.919 0.078
H 3.733 -1.363 5.293 0.112
H 1.544 -2.086 4.394 0.115
H 1.259 1.506 2.148 0.083
H 3.437 2.253 3.037 0.113
H -0.483 -3.652 2.250 0.131
H 1.194 -3.043 2.164 0.117
Cl -1.202 -1.271 -2.802 0.941
C -1.529 -2.907 -3.223 -0.512
C -1.308 -3.409 -4.489 -0.083
C -1.469 -4.772 -4.695 -0.096
C -1.825 -5.589 -3.635 -0.088
C -2.058 -5.063 -2.378 -0.023
C -1.942 -3.696 -2.149 -0.302
C -2.262 -3.029 -0.872 -0.172
H -1.004 -2.747 -5.285 0.104
H -1.297 -5.198 -5.673 0.096
H -1.930 -6.651 -3.790 0.097
H -2.316 -5.723 -1.565 0.117
H -2.292 -3.772 -0.073 0.078
H -3.256 -2.582 -0.993 0.052
```

* LUMO level (alpha / beta): 2.1 / 2.1 eV
* spin multiplicity: 5
* expectation value of S²: 6.131
* HOMO-LUMO gap (alpha / beta): 3.79 / 6.64 eV
* electronic energy: -160116.8034 eV
* energy above the lowest of the compared OMol25 structures with the same formula, charge and spin: 28.0 kcal/mol
* E_HOMO (alpha / beta): -1.65 / -4.50 eV
* total charge: -1